Record 1
Computed, not measured: a molecular structure, C26H22ClMgOP, with ωB97M-V with the def2-TZVPD basis set.

The HOMO energy is -14.7 eV. The charge is +2. The frontier orbital gap comes out at 8.43 eV.

```
52
Properties=species:S:1:pos:R:3:forces:R:3
Mg -0.2832 -2.0608 0.5749 -0.1416 0.0883 -0.1761
C -2.9181 0.2547 2.1149 -0.0115 -0.0023 0.0029
C -2.4026 -1.1450 1.9721 0.0591 0.0550 0.0418
C -2.8991 -1.9995 0.9809 -0.0717 0.0536 -0.0483
C -2.4683 -3.3220 0.8761 0.0262 -0.0924 -0.0091
C -1.4970 -3.8169 1.7477 0.2639 0.1317 0.2666
C -0.9658 -2.9637 2.7377 -0.1234 -0.1942 -0.1998
C -1.4189 -1.6468 2.8404 0.0659 0.0072 -0.0252
H -3.7453 0.2592 2.8284 -0.0030 0.0010 -0.0004
H -3.2974 0.6401 1.1694 -0.0042 -0.0021 0.0017
H -2.1501 0.9305 2.4884 -0.0171 -0.0117 0.0030
H -3.6532 -1.6314 0.2955 -0.0008 -0.0006 0.0007
H -2.8885 -3.9683 0.1157 -0.0115 0.0048 -0.0001
H -1.1580 -4.8424 1.6742 -0.0380 -0.0102 0.0246
H -0.2074 -3.3279 3.4194 -0.0332 -0.0304 0.0154
H -1.0032 -1.0023 3.6058 -0.0314 0.0117 0.0010
Cl 2.1675 -2.6095 0.4455 -0.0282 -0.0244 0.0273
C 3.0060 -1.0594 0.1341 -0.0165 -0.1976 0.0583
C 4.3810 -1.1314 0.2116 0.0224 0.1352 -0.0339
C 5.1045 0.0318 -0.0187 0.0053 -0.0561 0.0110
C 4.4493 1.2190 -0.3117 -0.0059 0.0157 -0.0123
C 3.0664 1.2524 -0.3764 -0.0462 0.0170 0.0054
C 2.3034 0.1014 -0.1576 0.0878 0.0942 -0.0741
P 0.4978 0.1779 -0.2351 0.0495 0.0287 0.0967
C 0.0427 1.7373 0.5459 -0.0731 -0.0019 -0.0158
C 0.3431 1.8928 1.9013 -0.0188 0.0137 0.0096
C -0.0304 3.0501 2.5622 0.0365 -0.0017 0.0022
C -0.7110 4.0514 1.8765 -0.0008 -0.0012 -0.0006
C -1.0063 3.8992 0.5306 0.0101 0.0047 0.0023
C -0.6294 2.7428 -0.1418 0.0405 0.0181 0.0238
C 0.0178 0.2107 -1.9752 0.0650 0.0269 -0.0366
C 0.9453 0.1780 -3.0129 -0.0019 -0.0154 0.0122
C 0.5041 0.1137 -4.3288 -0.0179 0.0085 -0.0098
C -0.8541 0.0927 -4.6108 0.0150 -0.0015 -0.0056
C -1.7847 0.1305 -3.5778 0.0086 -0.0076 0.0106
C -1.3507 0.1770 -2.2641 -0.0383 -0.0177 0.0017
H 4.8784 -2.0618 0.4457 -0.0044 -0.0085 0.0016
H 6.1840 0.0017 0.0375 0.0002 0.0061 -0.0016
H 5.0160 2.1227 -0.4882 0.0043 -0.0010 0.0032
H 2.5598 2.1852 -0.5939 -0.0014 -0.0004 0.0080
H 0.8845 1.1205 2.4393 0.0083 -0.0108 -0.0101
H 0.2138 3.1772 3.6083 -0.0007 0.0076 0.0031
H -1.0005 4.9562 2.3937 -0.0063 -0.0020 0.0018
H -1.5219 4.6857 -0.0037 -0.0012 -0.0023 -0.0023
H -0.8469 2.6411 -1.1966 -0.0197 -0.0178 -0.0145
H 2.0074 0.1993 -2.8045 -0.0015 0.0059 0.0065
H 1.2253 0.0875 -5.1344 -0.0009 0.0002 -0.0015
H -1.1914 0.0496 -5.6376 0.0025 -0.0001 -0.0005
H -2.8435 0.1228 -3.7995 -0.0009 0.0022 -0.0023
H -2.0812 0.2070 -1.4599 0.0048 0.0144 0.0086
O -0.5330 -3.2465 -2.7449 0.0221 0.0274 0.0095
C -0.4569 -2.8638 -1.6996 -0.0267 -0.0680 0.0193
```
Positions in Å, forces in eV/Å.

Results of the natural (NBO) charge analysis, in e, for atoms 1 through 4: 1.630 -0.660 -0.002 -0.259

=====

Record 2
Computed, not measured: a molecular structure, C26H22Ge2N3O5RuS2, with ωB97M-V with the def2-TZVPD basis set.

The HOMO energy (spin up / spin down) is -8.8 / -8.8 eV. The frontier orbital gap (spin up / spin down) comes out at 6.45 / 6.37 eV. The spin multiplicity is 2.

```
61
Properties=species:S:1:pos:R:3:forces:R:3
Ru 1.7124 -0.5338 -0.1024 0.5504 1.3209 -0.5151
O 3.1235 5.4886 1.4537 -0.0121 -0.0137 -0.0126
C 2.7033 4.2807 1.0500 0.0158 0.0002 0.0011
C 1.5973 4.0878 0.2367 -0.0100 0.0197 0.0305
C 1.2253 2.8099 -0.1369 -0.0549 -0.0220 -0.0245
N 1.8975 1.7127 0.2610 -0.0895 0.0566 0.2037
C 2.9665 1.9270 1.0505 0.0489 -0.0129 0.0745
C 3.4091 3.1603 1.4640 -0.0168 -0.0090 -0.0287
C 3.7335 0.7149 1.5087 -0.1191 -0.1966 -0.1029
O 4.7368 0.7914 2.1627 -0.0084 0.0986 0.0703
O 3.2094 -0.4252 1.0975 0.2877 -0.0678 0.6643
C 0.0010 2.7497 -1.0542 0.2057 -0.0804 -0.1134
O -0.5739 3.7718 -1.3207 -0.0079 0.0196 -0.0288
O -0.2955 1.5779 -1.5571 -0.1562 0.0794 0.1284
H 2.5560 6.1796 1.0916 0.0046 0.0090 0.0005
H 0.9952 4.9089 -0.1291 -0.0007 -0.0023 0.0019
H 4.2886 3.2234 2.0885 -0.0060 0.0041 0.0059
S 1.9126 -2.6360 -0.8046 -0.1686 -0.4293 -0.1037
C 1.8816 -2.0153 -2.4374 -0.1381 -0.0794 -0.0473
S 1.9912 -0.2734 -2.3824 -0.5047 -0.2718 -0.0151
C 1.5666 -2.7532 -3.5266 0.0708 0.0223 -0.0192
C 1.4086 -2.1465 -4.8138 0.0063 0.0186 -0.0107
N 1.2736 -1.6589 -5.8458 0.0001 -0.0045 0.0039
C 1.3358 -4.1623 -3.4164 0.0509 -0.0208 -0.0136
N 1.1527 -5.2932 -3.3217 -0.0288 0.0109 0.0084
C 1.0833 -0.0622 3.3697 -0.0382 0.0087 0.0213
Ge 0.5609 -1.3797 2.0099 0.1758 -0.3291 0.1580
C 1.6150 -3.0025 2.3028 -0.1090 0.0016 0.1251
C -1.3122 -1.9177 2.2031 -0.0915 0.0675 -0.0524
Ge -0.6273 0.1238 -0.4449 0.2206 -0.0814 -0.4807
C -1.9774 0.9957 0.6494 -0.0331 -0.0655 0.0604
C -1.7212 1.7830 1.7681 -0.0151 0.0015 -0.0365
C -2.7484 2.4699 2.3984 -0.0016 -0.0038 -0.0058
C -4.0447 2.3778 1.9119 0.0019 0.0097 0.0090
C -4.3093 1.6045 0.7918 -0.0073 0.0046 -0.0008
C -3.2808 0.9192 0.1609 -0.0290 -0.0811 0.0250
C -1.3232 -1.1351 -1.7545 -0.2127 0.0819 -0.0218
C -1.6472 -0.6420 -3.0193 0.0121 -0.0448 -0.0190
C -2.0889 -1.5074 -4.0119 0.0126 0.0267 0.0132
C -2.2154 -2.8629 -3.7494 -0.0033 -0.0250 -0.0068
C -1.8959 -3.3596 -2.4931 0.0000 -0.0105 -0.0296
C -1.4492 -2.4985 -1.5024 0.0180 0.0173 0.0103
H 0.4000 -0.1104 4.2189 -0.0115 0.0204 -0.0165
H 1.1012 0.9577 2.9949 -0.0591 0.0838 -0.0177
H 2.0902 -0.3055 3.7112 -0.0173 -0.0513 -0.0157
H 1.4565 -3.3201 3.3366 0.0097 -0.0054 -0.0064
H 2.6754 -2.8125 2.1505 0.0077 0.0082 -0.0128
H 1.2843 -3.8047 1.6449 0.0264 -0.0356 0.0140
H -1.4273 -2.2334 3.2430 0.0626 -0.0006 0.0097
H -1.5427 -2.7736 1.5714 0.0079 -0.0168 -0.0098
H -2.0351 -1.1288 2.0132 -0.0013 -0.0150 0.0111
H -0.7187 1.8727 2.1569 0.1681 -0.0126 0.0623
H -2.5353 3.0790 3.2675 0.0006 -0.0035 -0.0002
H -4.8472 2.9132 2.4022 0.0039 -0.0019 0.0041
H -5.3177 1.5352 0.4055 0.0009 -0.0010 -0.0050
H -3.5013 0.3178 -0.7141 0.0108 0.0011 0.0024
H -1.5247 0.4097 -3.2422 -0.0189 0.0040 0.0068
H -2.3144 -1.1207 -4.9971 0.0029 0.0013 -0.0001
H -2.5444 -3.5374 -4.5294 -0.0009 -0.0013 0.0029
H -1.9660 -4.4212 -2.2952 -0.0002 0.0020 0.0126
H -1.1596 -2.9101 -0.5448 -0.0119 -0.0032 0.0312
```
Positions in Å, forces in eV/Å.

Results of the natural (NBO) charge analysis, in e, for atoms 1 through 4: 0.205 -0.629 0.365 -0.280

=====

Record 3
Computed, not measured: a molecular structure, C26H22MgN4O6SSe4, with ωB97M-V with the def2-TZVPD basis set.

The HOMO energy is -0.6 eV. The charge is -2. The frontier orbital gap comes out at 3.82 eV.

```
64
Properties=species:S:1:pos:R:3:forces:R:3
Mg -0.2581 -0.2118 -1.6416 -0.7027 1.1236 -0.7265
C -2.7876 4.7762 3.3557 0.0161 0.0070 0.0749
C -2.6184 3.9228 2.0996 0.1259 -0.1098 -0.0786
C -3.6699 2.8027 2.1212 -0.0335 -0.0349 0.0059
C -2.8490 4.7974 0.8580 -0.0849 0.0160 -0.0392
C -1.2122 3.3205 1.9990 -0.0363 0.0449 -0.0378
C -0.1380 3.7731 2.7817 0.0360 -0.0159 -0.0374
C 1.1514 3.3053 2.5904 -0.0186 -0.0144 -0.0371
C 1.3689 2.3542 1.6015 0.0977 0.0269 0.1472
S 2.8475 1.6437 1.0448 0.1141 0.0589 -0.0282
C 1.9668 0.7274 -0.1347 -0.1718 -0.1170 -0.2182
N 0.6770 0.9254 -0.1219 0.4072 0.0218 0.6949
C 0.3090 1.8639 0.8483 -0.0098 -0.3224 -0.4894
C -0.9744 2.3547 1.0359 -0.1066 -0.0608 -0.0236
C 2.6135 -0.1772 -1.1247 -0.2049 0.3446 0.0663
C 3.9585 -0.5324 -0.9864 -0.0908 0.0348 -0.0448
C 4.5381 -1.3601 -1.9326 -0.0899 -0.0085 -0.0601
C 3.7699 -1.7935 -3.0146 0.0168 0.0290 0.0869
C 2.4364 -1.4172 -3.1294 -0.0719 0.0361 0.1129
C 1.7850 -0.6052 -2.1851 0.4814 -0.1614 0.1783
H -3.8212 5.1264 3.4213 0.0223 0.0138 -0.0033
H -2.1385 5.6555 3.3366 -0.0315 -0.0335 -0.0017
H -2.5629 4.2043 4.2621 -0.0308 0.0274 -0.0443
H -4.6568 3.2227 2.3472 0.0521 -0.0307 -0.0339
H -3.4269 2.0489 2.8762 -0.0377 0.0604 -0.0215
H -3.7363 2.3013 1.1526 0.0378 0.0119 0.0735
H -3.8583 5.2294 0.8781 0.0867 -0.0192 0.0131
H -2.7449 4.2127 -0.0598 0.0178 0.0269 0.0517
H -2.1183 5.6086 0.8165 -0.0236 -0.0153 -0.0075
H -0.2983 4.5274 3.5400 -0.0037 0.0045 0.0101
H 1.9711 3.6952 3.1811 -0.0059 -0.0058 -0.0080
H -1.7527 1.9996 0.3710 0.0570 0.0407 0.0428
H 4.5422 -0.1832 -0.1389 -0.0100 -0.0066 -0.0194
H 5.5755 -1.6589 -1.8383 -0.0090 -0.0093 0.0111
H 4.2206 -2.4405 -3.7614 -0.0027 0.0340 -0.0189
H 1.8781 -1.7740 -3.9921 -0.0011 -0.0455 0.0452
Se 1.4651 3.7576 -1.9589 0.0831 0.0820 -0.0868
Se -0.3187 4.2144 -3.3684 -0.1687 -0.0510 -0.0236
Se -1.3097 2.1957 -4.0844 0.1870 0.1775 0.0089
Se -2.4412 1.3105 -2.2314 0.2564 -0.2478 0.0821
O -2.0946 -3.8758 -1.4493 -0.0587 0.2416 -0.1201
C -1.1298 -3.1103 -1.4707 0.4581 -0.3034 -0.0332
O -1.0376 -1.9419 -1.9365 -0.7041 -0.4823 0.0910
C 0.1870 -3.6500 -0.9296 0.0131 -0.2241 0.1545
C 0.5696 -4.9368 -1.2803 -0.1908 0.0180 -0.1271
C 1.7848 -5.4186 -0.8453 0.3148 -0.5255 -0.0866
C 2.6329 -4.6860 -0.0442 0.2013 -0.1464 0.0477
C 2.2051 -3.4301 0.3186 0.4814 0.2741 0.4094
C 1.0136 -2.8903 -0.1086 -0.2834 0.2535 -0.0288
N 3.0835 -2.6372 1.2380 -0.4045 -0.4524 -0.4080
O 2.6326 -1.6142 1.6943 0.0166 -0.0088 0.1296
O 4.1869 -3.0901 1.4776 0.0517 0.0697 0.0607
N 2.2098 -6.7991 -1.2341 -0.1811 0.7024 0.2237
O 3.2912 -7.1860 -0.8372 0.0454 -0.1104 -0.0222
O 1.4492 -7.4524 -1.9151 -0.0250 -0.1105 -0.0761
H -0.0790 -5.5471 -1.8930 -0.0129 0.0329 0.0397
H 3.5760 -5.0804 0.2957 0.0215 0.0183 -0.0154
H 0.7271 -1.8953 0.2181 0.0267 -0.1313 -0.0033
C -4.1835 -1.5746 -0.5803 0.1445 0.2218 0.1070
C -3.0064 -1.0962 0.1480 -0.0825 -0.1538 -0.3524
N -2.0224 -0.7439 0.6236 -0.0706 -0.0637 0.3156
H -3.8480 -2.3353 -1.2864 0.0476 -0.0255 0.0599
H -4.6183 -0.7400 -1.1300 0.0358 0.0150 0.0155
H -4.9122 -1.9921 0.1129 0.0055 -0.0222 0.0030
```
Positions in Å, forces in eV/Å.

Results of the natural (NBO) charge analysis, in e, for atoms 1 through 4: 1.696 -0.602 -0.079 -0.601

=====

no.,calculated total energy (eV)
1,-56610.1883
2,-179312.0422
3,-323231.5803